(1)
Density functional theory data (ωB97M-V/def2-TZVPD) for a 3-piece molecular cluster, C5H10O2 overall.

Output
- Energy above the lowest of the compared OMol25 structures with the same formula, charge and spin: 3.8061 eV
- SMILES string: C1=CCOC1.[H][H].C=O
- LUMO level: 0.839 eV
- Orbital gap: 0.376 Eh

```
! RIJCOSX wB97M-V def2-TZVPD def2/J DEFGRID3
* xyz 0 1
C -0.6727 -1.0628 0.8768
C -0.7467 0.2496 1.0661
C -1.3510 0.8972 -0.1490
O -1.4447 -0.1464 -1.1105
C -1.2061 -1.4005 -0.4894
H -0.3052 -1.8029 1.5800
H -0.4426 0.7999 1.9499
H -0.7342 1.7063 -0.5607
H -2.3474 1.3133 0.0714
H -0.4934 -1.9699 -1.1043
H -2.1343 -1.9913 -0.4322
H 1.9396 2.3426 -0.2092
H 1.5210 2.9029 -0.4701
C 2.0988 -0.4609 -0.2586
O 2.8409 0.2617 0.3583
H 1.4005 -0.0824 -1.0307
H 2.0774 -1.5565 -0.0879
*
```

(2)
Density functional theory data (ωB97M-V/def2-TZVPD) for a 2-piece molecular cluster, C32H32NO overall in a non-equilibrium geometry.

Output
- Energy above the lowest of the compared OMol25 structures with the same formula, charge and spin: 1.0998 eV
- LUMO level: -5.739 eV
- Orbital gap: 0.147 Eh

```
! RIJCOSX wB97M-V def2-TZVPD def2/J DEFGRID3
* xyz 1 1
C -0.2134 -1.0995 -5.4617
C -1.0074 -1.6266 -4.2757
C -0.2776 -1.3753 -2.9558
N 1.1096 -1.8312 -2.9716
C 1.7531 -1.9580 -1.7628
C 1.1224 -2.3925 -0.6248
C 3.2245 -1.5930 -1.7177
C 4.2316 -2.5659 -1.7805
C 5.5765 -2.1869 -1.7773
C 5.9216 -0.8333 -1.6756
C 4.9201 0.1399 -1.5602
C 3.5787 -0.2418 -1.5707
C 1.8910 -1.4653 -4.1489
C 1.1632 -1.7417 -5.4615
H -0.7339 -1.3253 -6.3954
H -0.1089 -0.0102 -5.3852
H -1.9880 -1.1444 -4.2243
H -1.1701 -2.7059 -4.3902
H -0.3066 -0.2817 -2.7532
H -0.8035 -1.8726 -2.1340
H 1.7550 -2.4892 0.2527
H 0.0947 -2.7432 -0.6048
H 3.9418 -3.6180 -1.8430
H 6.3531 -2.9505 -1.8610
H 6.9691 -0.5334 -1.6818
H 5.1735 1.1977 -1.4664
H 2.7811 0.4994 -1.4560
H 2.1458 -0.3893 -4.1116
H 2.8375 -2.0225 -4.1571
H 1.0741 -2.8264 -5.6011
H 1.7774 -1.3508 -6.2780
C -2.5644 -1.8215 7.3190
C -2.3501 -0.4383 7.2878
C -3.0376 0.3629 6.3761
C -3.9191 -0.2500 5.4848
O -4.5467 0.5085 4.4879
C -3.8075 0.9111 3.3786
C -3.8629 0.1251 2.2174
C -3.0350 0.4391 1.1639
C -2.1495 1.5650 1.1886
C -1.3068 1.7531 0.0590
C -0.3010 2.7234 -0.1932
C 0.2194 2.7894 -1.5277
C 1.1868 3.7143 -1.8889
C 1.6795 4.6241 -0.9386
C 1.2105 4.5705 0.3813
C 0.2639 3.6227 0.7630
C -2.2332 2.4054 2.3399
C -3.0286 2.0734 3.4256
C -4.1820 -1.6220 5.5299
C -3.4806 -2.4090 6.4386
H -2.0236 -2.4410 8.0327
H -1.6426 0.0291 7.9735
H -2.8937 1.4438 6.3284
H -4.5317 -0.7377 2.1870
H -3.0472 -0.1854 0.2680
H -1.4976 1.0620 -0.7654
H -0.1801 2.0891 -2.2654
H 1.5595 3.7328 -2.9149
H 2.4275 5.3620 -1.2275
H 1.5959 5.2722 1.1245
H -0.0157 3.5572 1.8097
H -1.6779 3.3368 2.3865
H -3.0540 2.6988 4.3215
H -4.9020 -2.0442 4.8277
H -3.6582 -3.4851 6.4557
*
```

(3)
Density functional theory data (ωB97M-V/def2-TZVPD) for C38H89N5O7 as an isolated structure in a non-equilibrium geometry.

Output
- LUMO level: -10.093 eV
- Orbital gap: 0.041 Eh

```
! RIJCOSX wB97M-V def2-TZVPD def2/J DEFGRID3
* xyz 4 1
C -3.5385 -9.3712 6.6210
C -3.7914 -8.8405 5.1549
C -4.3859 -7.5273 5.1585
N -5.0786 -6.9239 3.5036
C -3.8620 -6.9028 2.5311
C -4.1293 -5.8403 1.4113
C -4.7801 -4.1560 2.1556
C -5.8692 -4.8726 2.6620
C -5.6171 -5.6153 3.9841
C -6.1935 -8.0022 3.0248
H -2.8672 -8.7034 7.1242
H -3.1788 -10.4784 6.4989
H -4.5264 -9.5820 7.0460
H -4.4921 -9.5750 4.6581
H -2.7961 -8.7944 4.6993
H -3.7399 -6.6542 5.3924
H -5.3174 -7.4196 5.5756
H -2.9803 -6.7212 3.2014
H -3.5118 -7.8169 2.0900
H -3.2244 -5.0711 1.2198
H -4.8889 -6.2214 0.7147
H -3.8496 -3.7716 2.6512
H -5.1022 -3.6290 1.2279
H -5.8595 2.5597 -7.9984
H -6.6933 -5.0576 2.0273
H -4.8900 -5.0038 4.6216
H -6.3784 -6.0376 4.6700
H -5.5660 -8.8354 2.9462
H -6.5485 -7.8882 2.0514
H -6.9001 -8.1044 3.8531
C 3.1767 2.7356 -3.9241
C 3.3904 4.1873 -3.4097
C 4.4947 4.4007 -2.3940
N 4.7378 5.8435 -1.8620
C 5.3441 6.7138 -2.8873
C 5.6334 5.7882 -0.6789
C 5.4777 7.0247 0.1496
C 4.1570 7.5909 -0.2722
C 3.4823 6.6037 -1.1636
H 4.1143 2.3847 -4.3866
H 2.4713 2.8083 -4.7460
H 2.7989 2.0161 -3.2594
H 2.4389 4.5150 -2.8887
H 3.4112 4.9454 -4.1724
H 5.4370 4.2415 -2.7590
H 4.3575 3.7826 -1.4990
H 5.8483 7.5428 -2.4496
H 4.5638 7.1607 -3.5087
H 6.0312 6.0455 -3.4253
H 6.6285 5.5746 -1.0111
H 5.3417 4.8825 -0.1351
H 6.3498 7.6460 0.0175
H 5.5581 6.7069 1.2027
H 4.3011 8.5516 -0.7616
H 3.5592 7.8338 0.6107
H 2.8953 7.0271 -1.9830
H 2.9717 5.8410 -0.5966
C -6.2739 3.0719 -4.7606
C -7.0113 1.6861 -4.9777
C -6.8088 1.2529 -6.4041
N -7.2391 -0.1578 -6.9066
C -8.7214 -0.3484 -6.7823
C -6.8720 -0.3661 -8.3469
C -6.9047 -1.9265 -8.5641
C -6.4287 -2.4581 -7.1426
C -6.5801 -1.2644 -6.1364
H -6.8144 3.8284 -5.2966
H -5.2179 2.9179 -5.1893
H -6.1094 3.1988 -3.6992
H -8.0532 1.8857 -4.8376
H -6.6833 0.9419 -4.2713
H -5.7555 1.2857 -6.5787
H -7.1114 1.9330 -7.2201
H -8.9942 -0.1319 -5.7654
H -8.9093 -1.3716 -7.0309
H -9.2056 0.2998 -7.4829
H -7.6143 0.0952 -8.9994
H -5.9042 0.1156 -8.5545
H -7.9062 -2.2632 -8.8012
H -6.2741 -2.3483 -9.3096
H -6.9904 -3.3147 -6.7868
H -5.4177 -2.7313 -7.1948
H -7.2117 -1.3425 -5.2409
H -5.5392 -0.9515 -5.8091
C 3.4659 4.8771 2.4875
O 2.5043 5.7141 1.7851
C 1.2880 5.9579 2.4698
C 0.2408 4.9518 2.1056
N 0.3509 4.6905 0.6353
H 0.2627 5.5887 0.1566
H 1.2996 4.1799 0.5319
C -0.6161 3.7567 -0.1065
C -0.4349 4.1572 -1.5861
O -0.7537 5.5318 -1.6356
C -2.1450 5.7693 -1.9009
H 2.9458 4.0885 3.0522
H 4.0209 5.5510 3.1309
H 4.0164 4.3841 1.6973
H 1.0379 7.0226 2.2414
H 1.2911 5.9643 3.5425
H -0.7912 5.2793 2.3881
H 0.2682 3.9398 2.5309
H -1.6618 3.9036 0.2244
H -0.4503 2.7291 0.0240
H -1.0501 3.4840 -2.2244
H 0.5322 3.9547 -2.0468
H -2.7728 5.3458 -1.1144
H -2.4373 5.3072 -2.8688
H -2.2378 6.8423 -1.8619
C 8.1519 -5.3772 7.3109
O 7.4477 -4.5353 6.5033
C 6.5558 -3.6474 7.0390
C 6.1887 -2.8024 5.7910
N 7.2980 -2.6336 4.8106
H 8.0490 -2.1913 5.3570
H 7.6671 -3.5829 4.6030
C 6.9595 -1.8678 3.5966
C 8.0187 -2.1355 2.5226
O 7.8897 -3.4362 2.1131
C 8.9100 -3.9050 1.1838
H 8.8946 -5.8262 6.7198
H 7.5633 -6.2313 7.7251
H 8.6306 -4.8044 8.1171
H 6.9862 -2.9684 7.7992
H 5.6311 -4.0157 7.4952
H 5.8040 -1.8399 6.0955
H 5.3704 -3.2849 5.2499
H 6.8718 -0.8551 3.8590
H 6.0273 -2.3025 3.2275
H 9.0663 -1.9255 2.8983
H 7.7769 -1.3941 1.7168
H 9.9253 -3.7810 1.6307
H 8.9147 -3.3815 0.2615
H 8.6873 -4.9495 1.0263
O 3.5121 1.5291 0.2251
C 2.2673 2.2852 0.3179
O 2.4925 3.4999 0.1324
O 1.2522 1.7090 0.6431
H 3.1528 0.6064 0.1759
*
```

(4)
Density functional theory data (ωB97M-V/def2-TZVPD) for a 2-piece molecular cluster, C8H19NO overall.

Output
- Energy above the lowest of the compared OMol25 structures with the same formula, charge and spin: 0.0772 eV
- SMILES string: CC(N)=O.CCCCCC
- LUMO level: 0.665 eV
- Orbital gap: 0.387 Eh

```
! RIJCOSX wB97M-V def2-TZVPD def2/J DEFGRID3
* xyz 0 1
C -3.0081 3.3420 0.2330
C -1.9927 4.4209 0.5394
N -2.0505 4.9148 1.8124
O -1.1788 4.8285 -0.2776
H -2.8809 3.0112 -0.8115
H -4.0361 3.7216 0.3591
H -2.8705 2.4719 0.8968
H -2.7324 4.5719 2.4935
H -1.3872 5.6474 2.0770
C 3.1168 1.9828 3.4574
C 3.1091 1.6361 1.9687
C 2.2739 0.3946 1.6627
C 2.2555 0.0340 0.1789
C 1.4202 -1.2076 -0.1271
C 1.4125 -1.5543 -1.6158
H 3.5349 1.1438 4.0388
H 2.0881 2.1744 3.8063
H 3.7265 2.8818 3.6489
H 2.7034 2.4907 1.3937
H 4.1472 1.4622 1.6257
H 2.6791 -0.4610 2.2366
H 1.2353 0.5674 2.0046
H 1.8503 0.8895 -0.3950
H 3.2941 -0.1390 -0.1630
H 1.8259 -2.0622 0.4479
H 0.3822 -1.0337 0.2158
H 0.8029 -2.4533 -1.8073
H 2.4412 -1.7459 -1.9647
H 0.9945 -0.7153 -2.1972
*
```

(5)
Density functional theory data (ωB97M-V/def2-TZVPD) for C10H13N4O3PtS as an isolated structure in a non-equilibrium geometry.

Output
- Energy above the lowest of the compared OMol25 structures with the same formula, charge and spin: 2.6427 eV
- LUMO level: 3.022 eV
- Orbital gap: 0.242 Eh

```
! RIJCOSX wB97M-V def2-TZVPD def2/J DEFGRID3
* xyz -1 1
Pt -0.2112 0.9008 0.0697
O -0.3472 -1.2355 0.2570
N 0.5599 -2.0446 0.6324
N 1.6186 -1.5110 1.1189
O 1.8132 -0.2507 1.2453
C 2.6403 -2.4188 1.5533
C 2.4949 -3.7997 1.4504
C 3.5143 -4.6250 1.8918
C 4.6792 -4.0900 2.4330
C 4.8124 -2.7136 2.5261
C 3.7969 -1.8741 2.0879
H 1.5910 -4.2078 1.0256
H 3.3992 -5.6990 1.8100
H 5.4733 -4.7423 2.7743
H 5.7157 -2.2837 2.9414
H 3.8692 -0.7979 2.1407
O 0.2749 0.8046 -1.7544
C -3.8379 3.7146 -0.0629
N -3.1898 3.2228 -1.2466
C -3.9581 2.4905 -2.2458
C -2.8564 1.9708 -3.1993
N -1.6676 2.0615 -2.3750
C -1.8998 2.7599 -1.2867
S -0.6407 3.1522 -0.1580
H -4.6676 4.3635 -0.3474
H -3.1215 4.2801 0.5286
H -4.2251 2.8950 0.5566
H -4.7105 3.1223 -2.7196
H -4.4649 1.6420 -1.7663
H -2.7462 2.5612 -4.1138
H -3.0670 0.9370 -3.4765
H -0.6416 1.4149 -2.2907
*
```

(6)
Density functional theory data (ωB97M-V/def2-TZVPD) for a 2-piece molecular cluster, C4H8N2O overall in a non-equilibrium geometry.

Output
- Energy above the lowest of the compared OMol25 structures with the same formula, charge and spin: 4.2754 eV
- SMILES string: C=C(C)O.N#CN
- LUMO level: 0.566 eV
- Orbital gap: 0.355 Eh

```
! RIJCOSX wB97M-V def2-TZVPD def2/J DEFGRID3
* xyz 0 1
C 0.9893 1.3541 0.6406
C 0.1261 0.4626 1.0179
C -0.6649 0.1531 2.2321
O -0.2710 -0.5931 -0.1180
H 1.4485 2.0161 1.3575
H 1.2421 1.2690 -0.5894
H -0.3689 0.8383 3.0256
H -0.4879 -0.8678 2.5715
H -1.7359 0.2763 2.0559
H -1.2048 -0.8171 -0.0274
N 1.1675 0.7221 -2.0260
C 0.4402 -0.2070 -2.0118
N -0.2610 -1.1787 -2.6312
H -0.5725 -1.9131 -2.0096
H 0.1531 -1.5148 -3.4876
*
```

(7)
Density functional theory data (ωB97M-V/def2-TZVPD) for a 2-piece molecular cluster, C5H8O overall.

Output
- Energy above the lowest of the compared OMol25 structures with the same formula, charge and spin: 6.6629 eV
- LUMO level (alpha / beta): 0.606 / 0.605 eV
- Orbital gap (alpha / beta): 0.295 / 0.295 Eh

```
! RIJCOSX wB97M-V def2-TZVPD def2/J DEFGRID3
* xyz 0 1
C -1.4208 0.3747 -0.6913
C -1.0668 1.6090 -0.0521
C -0.8148 0.2816 0.7715
C 0.4773 -0.1437 0.7354
C 1.7723 -0.3150 0.1443
O 1.2626 -1.0407 1.3235
H -0.7116 0.0584 -1.4664
H -0.5643 -2.5471 -0.6637
H -1.8372 2.1549 0.4956
H -0.1961 2.2304 -0.2954
H -1.4397 0.0258 1.6220
H 0.0054 -2.8215 -0.2676
H 1.8930 -0.9389 -0.7388
H 2.5747 0.3844 0.3668
*
```

(8)
Density functional theory data (ωB97M-V/def2-TZVPD) for C4H12N2O as an isolated structure in a non-equilibrium geometry.

Output
- Energy above the lowest of the compared OMol25 structures with the same formula, charge and spin: 10.8045 eV
- LUMO level: -4.138 eV
- Orbital gap: 0.126 Eh

```
! RIJCOSX wB97M-V def2-TZVPD def2/J DEFGRID3
* xyz 0 1
N 2.6070 -1.9750 -0.0915
C 1.2444 -0.2809 -1.2868
C 0.0294 -0.8627 -0.5404
N -1.2113 -0.0025 -0.3772
C -1.5621 0.4751 0.9778
C -1.8347 2.0730 0.8339
O -1.2747 2.6682 -0.2456
H 3.5103 -2.3722 -0.1611
H 2.0749 -1.0639 -0.8066
H 1.6038 0.6131 -0.6418
H 1.3165 -0.2290 -2.3706
H 0.3469 -1.2177 0.3532
H -0.2748 -1.6902 -1.0437
H -1.1275 0.8701 -0.9342
H -0.6923 0.3123 1.6948
H -2.5567 0.1581 1.3748
H -1.4198 2.7084 1.7979
H -3.0133 2.2483 0.7730
H 2.2339 -2.4325 0.6940
*
```

(9)
Density functional theory data (ωB97M-V/def2-TZVPD) for a 4-piece molecular cluster, C27H52IN4O5 overall.

Output
- Energy above the lowest of the compared OMol25 structures with the same formula, charge and spin: 0.0000 eV
- LUMO level: -2.479 eV
- Orbital gap: 0.326 Eh

```
! RIJCOSX wB97M-V def2-TZVPD def2/J DEFGRID3
* xyz 1 1
C 6.6928 0.5755 6.1953
C 6.5113 1.9704 5.6473
O 6.3676 2.9481 6.3269
O 6.5591 2.0301 4.2788
C 5.3821 2.5423 3.6310
C 4.8425 1.5193 2.6344
C 5.3606 1.7105 1.2009
C 4.4165 1.2598 0.0881
C 4.2208 -0.2484 -0.0650
C 3.4306 -0.9361 1.0485
C 2.7421 -2.1869 0.5094
C 1.9630 -2.9596 1.5704
N 0.5852 -2.4565 1.7270
C -0.2722 -2.6336 2.7198
N -1.4263 -2.0213 2.5337
C -1.2956 -1.4063 1.3450
N -2.2036 -0.6415 0.7595
C -3.4882 -0.3231 1.3947
C -3.8314 1.1675 1.2533
C -4.2898 1.7673 2.5704
I -2.6766 1.9522 3.9594
N -0.0798 -1.6687 0.8251
H 6.2837 -0.1683 5.5151
H 7.7550 0.3793 6.3435
H 6.1820 0.5197 7.1537
H 5.6586 3.4695 3.1263
H 4.6338 2.7887 4.3857
H 3.7492 1.5115 2.6647
H 5.1652 0.5422 3.0057
H 5.5522 2.7774 1.0587
H 6.3190 1.1969 1.0905
H 4.8440 1.6102 -0.8552
H 3.4412 1.7499 0.1874
H 5.1875 -0.7318 -0.2308
H 3.6302 -0.4101 -0.9720
H 2.6880 -0.2270 1.4357
H 4.0599 -1.2018 1.9021
H 2.0787 -1.8844 -0.3045
H 3.4771 -2.8508 0.0538
H 1.9392 -4.0318 1.3837
H 2.4352 -2.7950 2.5397
H -0.0242 -3.2315 3.5832
H -1.9921 -0.2385 -0.1390
H -3.3548 -0.5588 2.4489
H -4.2713 -0.9507 0.9715
H -2.9649 1.7120 0.8733
H -4.6455 1.2852 0.5338
H -4.6989 2.7643 2.4390
H -5.0515 1.1514 3.0465
H 0.3536 -1.3565 -0.0288
C 0.1015 1.2479 -3.7980
C 0.2106 -0.0841 -4.5341
C 1.6301 -0.5101 -4.1901
O 1.9029 0.0228 -2.8824
C 0.8934 0.9655 -2.5286
H -0.9234 1.5562 -3.5974
H 0.5844 2.0363 -4.3770
H -0.5091 -0.8013 -4.1287
H 0.0372 0.0035 -5.6025
H 2.3540 -0.0889 -4.8931
H 1.7638 -1.5919 -4.1644
H 0.2437 0.5230 -1.7526
H 1.3688 1.8524 -2.1078
C -1.8636 1.5906 -9.4652
C -0.8760 0.4346 -9.6088
C -0.0701 0.5593 -8.3235
O -0.9650 1.0868 -7.3368
C -2.1594 1.5577 -7.9726
H -2.7604 1.4786 -10.0719
H -1.3832 2.5326 -9.7363
H -1.4102 -0.5172 -9.6316
H -0.2539 0.4972 -10.4998
H 0.7697 1.2509 -8.4459
H 0.3195 -0.3981 -7.9715
H -2.9774 0.8662 -7.7450
H -2.4102 2.5369 -7.5640
C -7.8703 -2.4647 4.5701
C -6.4112 -2.4305 5.0256
C -5.8134 -1.4459 4.0323
O -6.8449 -0.5228 3.6944
C -8.1051 -1.0117 4.1748
H -8.5602 -2.8041 5.3403
H -7.9798 -3.1175 3.7017
H -6.3438 -2.0333 6.0400
H -5.9183 -3.4009 5.0059
H -5.4882 -1.9611 3.1191
H -4.9615 -0.8921 4.4368
H -8.4123 -0.4101 5.0352
H -8.8490 -0.8945 3.3873
*
```